Molecular formula: C24H47ClF6INNbO9S3
Method: DFT, ωB97M-V/def2-TZVPD

LUMO energy = 1.857 eV
E = -4283.01224 Ha
frontier orbital gap = 6.53 eV

The geometry in ORCA input format:
```
! RIJCOSX wB97M-V def2-TZVPD def2/J DEFGRID3
* xyz -1 1
C 3.3645 2.7693 0.3982
C 2.2640 1.6034 0.1078
C 2.3938 0.5743 1.3601
Cl 2.0438 1.6545 2.8481
Nb 0.8910 -1.1326 1.3444
C 1.2878 -1.6135 -0.8787
I 0.3176 -0.6796 4.1288
C -0.7063 -2.8090 1.2435
O -0.0860 -4.1487 1.0190
C -1.0915 -5.0692 0.6942
F -1.5188 -4.9248 -0.6470
F -2.2045 -4.9752 1.5332
F -0.6289 -6.3947 0.7779
C -0.7390 0.3755 0.8477
C -2.1805 0.0801 1.4761
O -3.0948 -0.2086 0.3701
C -2.7992 1.4145 2.1629
N -3.0434 1.2429 3.6335
C 2.3909 -2.7575 1.8509
C 3.8198 -2.2964 2.3486
O 4.6081 -2.0274 1.1526
C 4.6491 -3.4575 3.1223
F 4.5922 -3.2541 4.5006
F 6.0067 -3.3111 2.7302
F 4.2844 -4.7468 2.7404
H 4.2433 2.3996 1.0062
H 2.8008 3.5690 0.9835
H 3.7007 3.2768 -0.5692
H 1.2712 2.1372 0.0805
H 2.5865 1.1407 -0.8715
H 3.4906 0.3109 1.4181
H 2.0125 -2.4849 -0.9429
H 0.3128 -1.8890 -1.4184
H 1.7372 -0.7466 -1.4391
H -1.1676 -2.8426 2.2766
H -1.4430 -2.6693 0.3951
H -0.3964 1.3762 1.2952
H -0.7662 0.4800 -0.2820
H -2.1991 -0.7057 2.2893
H -2.9272 -1.1009 0.0174
H -2.1920 2.3408 1.9232
H -3.8361 1.5976 1.7057
H -3.3549 0.2859 3.8402
H -2.1541 1.4642 4.0897
H 2.4574 -3.4905 0.9706
H 1.9294 -3.3817 2.7010
H 3.7719 -1.3558 2.9743
H 4.1408 -2.3697 0.3708
C -1.2201 -1.5022 -5.7887
C -1.5001 0.0028 -5.7885
C -1.7512 0.4226 -4.3382
S -0.8341 -0.7284 -3.3181
O -1.7737 -1.5087 -2.5471
O 0.2770 -0.0444 -2.7103
C -0.2262 -1.7382 -4.6584
H -0.8239 -1.8408 -6.7479
H -2.1471 -2.0502 -5.5928
H -0.6279 0.5353 -6.1805
H -2.3510 0.2557 -6.4246
H -1.3984 1.4354 -4.1450
H -2.8065 0.3399 -4.0745
H -0.1722 -2.7797 -4.3435
H 0.7677 -1.3738 -4.9256
C 5.9158 5.8105 -4.3091
C 6.2916 4.6636 -5.2507
C 5.7435 3.3710 -4.6410
S 4.3122 3.8417 -3.6734
O 4.5943 3.5851 -2.2808
O 3.1175 3.3517 -4.3203
C 4.4474 5.5977 -3.9634
H 6.0814 6.7854 -4.7713
H 6.5254 5.7580 -3.4018
H 5.8336 4.8320 -6.2304
H 7.3713 4.6012 -5.4006
H 5.4412 2.6595 -5.4090
H 6.4668 2.9073 -3.9690
H 4.1304 6.1457 -3.0770
H 3.8038 5.8461 -4.8096
C -7.6041 -1.3707 5.7755
C -7.9609 -0.2045 4.8501
C -6.6480 0.4315 4.3860
S -5.4218 -0.8719 4.4189
O -4.4396 -0.5549 5.4278
O -5.0537 -1.2147 3.0659
C -6.4996 -2.1409 5.0629
H -8.4684 -2.0058 5.9793
H -7.2350 -0.9844 6.7307
H -8.5135 -0.5829 3.9843
H -8.5980 0.5279 5.3503
H -6.7270 0.8263 3.3734
H -6.3215 1.2183 5.0669
H -5.9410 -2.8022 5.7240
H -6.8958 -2.7033 4.2150
*
```

Löwdin population analysis, charges in e, atoms 1 to 4: -0.17, -0.32, -0.76, 0.32